C30H38AuBN11O10S | the ωB97M-V functional and the def2-TZVPD basis

Calculated values
Relative energy (zero: lowest compared OMol25 entry of this formula, charge and spin)   0.0 kcal per mole
HOMO-LUMO gap   7.6 eV
Highest occupied orbital energy   -11.47 eV

Geometry as ORCA input:
```
! RIJCOSX wB97M-V def2-TZVPD def2/J DEFGRID3
* xyz 1 1
Au -0.2598 0.5687 0.3339
C -3.4071 2.0664 0.9121
C -2.2621 2.3450 1.8202
C -2.1816 3.2302 2.8856
C -0.9265 3.0564 3.4442
C -0.3185 3.7712 4.6003
N -0.2801 2.1045 2.7503
N -1.1090 1.6742 1.7594
B 1.0254 1.3183 3.1336
N 0.6671 -0.2024 2.9539
N 0.0847 -0.6930 1.8299
C -0.3093 -1.9535 2.0382
C -1.0205 -2.7666 1.0123
C 0.0809 -2.3039 3.3271
C 0.6791 -1.1789 3.8762
C 1.2604 -1.0047 5.2366
N 2.2086 1.7145 2.2698
N 2.1661 1.4330 0.9400
C 3.2434 1.9777 0.3962
C 3.5038 1.8413 -1.0679
C 4.0054 2.6238 1.3818
C 3.3141 2.4387 2.5619
C 3.6353 2.9386 3.9298
H -4.2665 1.7297 1.4912
H -3.1636 1.2856 0.1901
H -3.6920 2.9682 0.3715
H -2.9454 3.9113 3.2176
H -1.0858 4.3347 5.1257
H 0.4421 4.4723 4.2542
H 0.1522 3.0829 5.2993
H 1.2542 1.4995 4.2858
H -1.2373 -2.1974 0.1109
H -1.9633 -3.1361 1.4145
H -0.4269 -3.6333 0.7174
H -0.0644 -3.2547 3.8103
H 1.2593 -1.9604 5.7555
H 0.6783 -0.2937 5.8225
H 2.2840 -0.6362 5.1849
H 2.5723 1.9200 -1.6295
H 3.9640 0.8776 -1.3008
H 4.1822 2.6178 -1.4159
H 4.9324 3.1561 1.2537
H 4.7013 3.1433 4.0037
H 3.3711 2.2156 4.6994
H 3.1033 3.8669 4.1452
O -1.0570 3.7781 -0.3744
C -1.2445 2.9114 -1.1901
O -0.6038 1.7468 -1.2169
C -2.2116 3.0806 -2.3213
C -2.8375 1.9880 -2.9033
C -3.7676 2.2011 -3.9017
C -4.0895 3.4615 -4.3623
C -3.4469 4.5257 -3.7568
C -2.5250 4.3684 -2.7425
N -3.7740 5.8965 -4.2143
O -4.6272 6.0035 -5.0656
O -3.1647 6.8080 -3.6994
N -4.4472 1.0278 -4.4914
O -4.2689 -0.0416 -3.9447
O -5.1303 1.2169 -5.4704
H -2.6393 0.9786 -2.5789
H -4.8101 3.6117 -5.1517
H -2.0585 5.2292 -2.2858
C -1.1935 -6.8642 -0.8217
C 0.2848 -6.7552 -1.1618
S 0.6361 -5.3289 -2.1880
O -0.3731 -4.3170 -1.9574
O 0.9182 -5.7652 -3.5253
C 2.1548 -4.6615 -1.5157
C 2.5844 -3.4079 -2.2730
N 1.6702 -2.2709 -2.0891
C 1.5670 -1.5587 -0.9509
N 0.5968 -0.6506 -1.0793
C 0.0563 -0.7809 -2.3323
C 0.7145 -1.7787 -2.9539
N 0.4692 -2.2148 -4.3094
O 1.2927 -2.9326 -4.8366
O -0.5399 -1.7845 -4.8164
C 2.4984 -1.7173 0.1958
H -1.3321 -7.6535 -0.0845
H -1.7799 -7.1138 -1.7040
H -1.5755 -5.9300 -0.4154
H 0.6336 -7.6048 -1.7477
H 0.9079 -6.6737 -0.2693
H 2.9274 -5.4206 -1.6431
H 1.9994 -4.4837 -0.4519
H 2.6429 -3.6084 -3.3378
H 3.5703 -3.0998 -1.9277
H -0.7184 -0.1413 -2.7058
H 3.5264 -1.7344 -0.1697
H 2.3137 -2.6405 0.7470
H 2.3997 -0.8679 0.8637
*
```